--- w ---
DFT (ωB97M-V/def2-TZVPD) results for a single C7H8N2OS molecule.

ORCA input file:
```
! RIJCOSX wB97M-V def2-TZVPD def2/J DEFGRID3
* xyz 0 1
C 1.5561 1.3060 -0.1034
C 1.0799 0.2373 -0.8483
C 1.0144 1.5959 1.1820
C 0.0621 -0.6414 -0.4330
C -0.0693 0.7324 1.6266
C -0.3385 -0.2630 0.7704
C -0.3103 -1.8343 -1.2164
N -0.6871 0.9383 2.7775
N -2.8664 -0.0628 1.4257
O -2.0814 -1.4360 3.1965
S -2.3348 -0.0634 2.9203
H 2.2386 2.0273 -0.5795
H 1.3786 0.0350 -1.9531
H 1.2632 2.4811 1.7492
H -1.2747 -1.4959 -1.7941
H 0.4444 -2.2966 -1.8659
H -0.6691 -2.5927 -0.6144
H -0.2745 1.7329 3.2133
H -2.9501 0.7382 0.8253
*
```

Orbital gap (spin up / spin down) in eV: 7.11 / 6.46
HOMO energy (spin up / spin down) in eV: -8.32 / -8.31

--- x ---
DFT (ωB97M-V/def2-TZVPD) results for a single C7H8N2OS molecule.

ORCA input file:
```
! RIJCOSX wB97M-V def2-TZVPD def2/J DEFGRID3
* xyz 0 1
C 1.4660 -0.1826 -1.4019
C 2.0776 0.9867 -0.9089
C 0.2971 -0.5215 -0.7129
C -0.2823 0.3342 0.2723
C 0.5783 1.3526 0.7225
C -0.4465 -1.7902 -1.0709
C -1.6770 -0.1149 0.6357
N 1.7429 1.6493 0.1932
N 0.0835 2.0778 1.8614
O -2.3779 -2.7718 0.5853
S -2.0883 -1.7200 -0.4034
H 1.9663 -0.8847 -2.1672
H 2.8343 1.4487 -1.4832
H -0.6693 -1.8681 -2.2403
H 0.1220 -2.6794 -0.6496
H -1.8205 -0.4753 1.6712
H -2.4158 0.6125 0.3474
H -0.1639 1.6716 2.6551
H 0.7734 2.8751 2.0941
*
```

Orbital gap in eV: 9.58
HOMO energy in eV: -8.93

w is the least stable structure shown above.